C15H23ClNO7PPtS as an isolated structure. Source: the OMol25 dataset; level of theory: wB97M-V/def2-TZVPD.

Structure (XYZ):
```
50
C15H23ClNO7PPtS (wB97M-V/def2-TZVPD)
N -2.43 -2.30 3.53
C -1.91 -0.96 3.07
C -0.40 -0.82 3.64
O -0.50 0.00 4.84
C 0.63 -0.05 2.66
C 0.59 -0.48 1.15
C 0.86 0.54 0.14
C 1.23 2.06 0.44
C -0.03 3.04 0.58
C 0.58 4.53 0.83
S 0.82 5.49 -0.73
O 1.62 6.75 -0.55
O -0.51 5.90 -1.34
O 1.66 4.58 -1.89
C 0.78 0.13 -1.42
O 0.76 1.06 -2.26
C 0.67 -1.38 -1.92
C 0.83 -1.72 -3.47
C -0.48 -2.34 -4.17
C -1.87 -1.94 -3.48
Cl -2.23 -0.16 -3.76
C 0.43 -2.37 -0.93
P 0.26 -4.22 -1.38
O 1.16 -4.98 -0.36
C 0.28 -1.96 0.62
O -0.07 -2.90 1.38
H -2.28 -3.01 2.80
H -1.89 -2.59 4.36
H -2.63 -0.17 3.45
H -1.99 -0.98 1.93
H 0.08 -1.80 3.97
H -1.14 0.72 4.70
H 1.72 -0.34 3.05
H 0.50 1.06 2.85
H 1.86 2.43 -0.44
H 1.91 2.15 1.37
H -0.68 3.10 -0.36
H -0.61 2.78 1.53
H 1.62 4.38 1.31
H -0.06 5.11 1.57
H 1.01 4.07 -2.44
H 1.15 -0.76 -4.00
H 1.69 -2.47 -3.57
H -0.53 -2.01 -5.26
H -0.44 -3.49 -4.18
H -2.69 -2.56 -4.01
H -1.95 -2.25 -2.37
H 0.77 -4.46 -2.69
H -1.12 -4.56 -1.20
Pt 2.98 0.15 2.45
```

Total energy: -2484.72687 a.u.
Charge: +2
HOMO-LUMO gap: 2.83 eV
Molar mass: 622.9 Da
Energy relative to the best compared isomer or geometry (same formula, charge and spin): 0.000 eV

One molecule with the formula C4H12N2O. Source: the OMol25 dataset; level of theory: wB97M-V/def2-TZVPD.

Structure (XYZ):
```
19
C4H12N2O (wB97M-V/def2-TZVPD)
N -1.51 -0.52 2.15
C -0.56 0.26 1.35
C -0.59 0.04 -0.15
N -1.75 0.75 -0.72
C 0.70 0.51 -0.84
C 1.76 -0.59 -1.02
O 2.91 -0.49 -0.19
H -1.32 -1.51 2.14
H -2.42 -0.43 1.71
H 0.46 0.11 1.73
H -0.80 1.31 1.55
H -0.70 -1.03 -0.35
H -1.60 0.93 -1.71
H -2.59 0.18 -0.66
H 0.42 0.81 -1.84
H 1.12 1.39 -0.35
H 1.31 -1.55 -0.76
H 2.09 -0.60 -2.06
H 3.09 0.44 0.01
```

Total energy: -344.33113 a.u.
Charge: 0
HOMO-LUMO gap: 10.17 eV
Molar mass: 104.2 Da
SMILES: NC[C@@H](N)CCO
Energy relative to the best compared isomer or geometry (same formula, charge and spin): 1.466 eV

C9H18N2O4 as an isolated structure. Source: the OMol25 dataset; level of theory: wB97M-V/def2-TZVPD.

Structure (XYZ):
```
33
C9H18N2O4 (wB97M-V/def2-TZVPD)
C 0.40 0.59 0.04
C -0.95 -0.08 0.60
C 1.29 1.35 1.01
C 0.42 2.57 1.46
C 1.51 0.40 2.18
C 2.44 0.71 3.28
C -0.94 -1.28 -1.52
C -1.12 -0.45 -2.80
C -1.67 -2.55 -1.94
H 1.00 2.25 -1.44
H -0.88 1.42 -1.64
H 0.84 -0.36 -0.17
H 2.22 1.45 0.29
H -0.34 2.34 2.43
H 1.06 3.58 1.59
H -0.26 2.86 0.45
H 0.75 -0.17 2.88
H 1.92 -0.68 1.90
H 3.42 1.08 2.70
H 2.90 -0.39 3.68
H 2.03 1.53 4.12
H -2.29 -1.38 -0.02
H 0.06 -1.50 -1.46
H -2.78 -2.20 -1.86
H -1.34 -2.78 -2.84
H -2.69 -4.10 -0.49
H -0.92 -0.71 -4.62
N 0.36 1.06 -1.35
N -1.48 -0.82 -0.34
O -1.48 0.14 1.66
O -1.72 0.65 -3.08
O -1.29 -3.56 -0.91
O -0.48 -0.97 -3.79
```

Total energy: -763.82349 a.u.
Charge: 0
HOMO-LUMO gap: 7.54 eV
Molar mass: 218.3 Da
Energy relative to the best compared isomer or geometry (same formula, charge and spin): 12.464 eV

C29H42N10P2Yb as an isolated structure. Source: the OMol25 dataset; level of theory: wB97M-V/def2-TZVPD.

Structure (XYZ):
```
84
C29H42N10P2Yb (wB97M-V/def2-TZVPD)
Yb 0.44 -0.15 -0.31
C 2.88 0.25 -2.55
C 3.29 -1.02 -1.82
N 2.79 -1.03 -0.41
C 2.81 -2.42 0.10
C 1.73 -3.22 -0.58
C 1.80 -4.59 -0.71
C 0.79 -5.24 -1.40
C -0.24 -4.50 -1.94
C -0.25 -3.13 -1.75
C -1.38 -2.29 -2.29
N -1.19 -0.84 -2.11
C -0.79 -0.18 -3.38
C 0.70 -0.32 -3.61
N 1.41 0.41 -2.54
N 0.71 -2.49 -1.08
H 3.27 0.22 -3.57
H 3.32 1.12 -2.07
H 4.38 -1.13 -1.84
H 2.88 -1.89 -2.33
H 3.45 -0.50 0.14
H 2.65 -2.39 1.18
H 3.78 -2.89 -0.06
H 2.64 -5.13 -0.30
H 0.83 -6.32 -1.54
H -1.04 -4.98 -2.50
H -2.31 -2.59 -1.80
H -1.52 -2.53 -3.35
H -2.08 -0.45 -1.82
H -1.04 0.88 -3.30
H -1.35 -0.58 -4.22
H 0.98 0.06 -4.60
H 1.00 -1.37 -3.58
H 1.23 1.40 -2.71
N -3.01 0.89 -0.30
C -2.25 1.88 -0.84
N -2.87 2.83 -1.50
C -2.11 3.82 -1.98
N -2.66 4.75 -2.74
N -0.78 3.93 -1.71
C -0.25 2.92 -1.07
N -0.90 1.80 -0.68
C 1.18 3.05 -0.66
C 1.84 4.26 -0.79
C 3.11 4.39 -0.24
C 3.65 3.31 0.43
C 2.93 2.13 0.48
N 1.73 1.97 -0.07
H -4.00 1.06 -0.35
H -2.70 0.50 0.59
H -3.64 4.72 -2.94
H -2.10 5.52 -3.07
H 1.34 5.08 -1.28
H 3.64 5.33 -0.32
H 4.62 3.37 0.90
H 3.34 1.28 1.02
C -1.86 -3.35 1.18
P -0.92 -1.85 1.62
C 0.28 -2.54 2.83
C -2.07 -0.82 2.58
C -3.33 -1.29 2.95
C -4.21 -0.48 3.65
C -3.83 0.80 4.01
C -2.57 1.28 3.66
C -1.69 0.48 2.94
P -0.04 1.08 2.45
C -0.21 2.90 2.40
C 1.00 0.90 3.95
H -2.22 -3.87 2.06
H -1.19 -4.02 0.64
H -2.70 -3.11 0.53
H 0.66 -3.49 2.44
H -0.21 -2.74 3.78
H 1.12 -1.87 2.99
H -3.65 -2.29 2.69
H -5.18 -0.86 3.93
H -4.51 1.43 4.58
H -2.30 2.28 3.96
H -0.44 3.29 3.40
H -1.00 3.21 1.72
H 0.73 3.35 2.09
H 0.51 1.40 4.79
H 1.96 1.38 3.78
H 1.16 -0.14 4.21
```

Total energy: -3518.65773 a.u.
Charge: +3
HOMO-LUMO gap (spin up / spin down): 8.26 / 8.27 eV
Molar mass: 765.7 Da
2S+1: 2

One molecule with the formula C6H9N. Source: the OMol25 dataset; level of theory: wB97M-V/def2-TZVPD.

Structure (XYZ):
```
16
C6H9N (wB97M-V/def2-TZVPD)
C 2.20 0.31 0.08
N 0.84 0.68 0.35
C -0.05 -0.35 0.78
C -0.80 -1.13 -0.28
C -1.17 -0.20 -1.41
C -1.85 0.63 -0.62
C -1.55 -0.17 0.63
H 2.85 0.22 0.97
H 2.65 1.04 -0.60
H 2.20 -0.66 -0.43
H 0.70 1.57 0.80
H 0.24 -0.95 1.65
H -0.89 -2.22 -0.27
H -0.77 -0.10 -2.41
H -2.26 1.63 -0.74
H -2.23 -0.44 1.43
```

Total energy: -288.65331 a.u.
Charge: 0
HOMO-LUMO gap: 9.69 eV
Molar mass: 95.1 Da
SMILES: CN[C@@H]1[C@@H]2C=C[C@@H]21
Energy relative to the best compared isomer or geometry (same formula, charge and spin): 3.503 eV

One molecule with the formula C4H8N2O. Source: the OMol25 dataset; level of theory: wB97M-V/def2-TZVPD.

Structure (XYZ):
```
15
C4H8N2O (wB97M-V/def2-TZVPD)
C -2.76 -0.40 0.17
N -1.58 -0.67 -0.20
C -0.63 0.61 -0.15
O -1.11 1.75 -0.08
N 0.64 0.21 0.02
C 1.03 -1.21 -0.03
C 1.75 1.13 -0.01
H -3.36 -1.32 0.10
H -3.27 0.62 0.23
H 0.16 -1.84 -0.33
H 1.77 -1.40 -0.78
H 1.46 -1.45 0.95
H 1.89 1.48 -0.97
H 1.55 2.01 0.68
H 2.48 0.47 0.41
```

Total energy: -341.91621 a.u.
Charge: 0
HOMO-LUMO gap: 10.18 eV
Molar mass: 100.1 Da
SMILES: C=NC(=O)N(C)C
Energy relative to the best compared isomer or geometry (same formula, charge and spin): 2.379 eV

An isolated ion of composition C5H10NO and charge +1. Source: the OMol25 dataset; level of theory: wB97M-V/def2-TZVPD.

Structure (XYZ):
```
17
C5H10NO (wB97M-V/def2-TZVPD)
N 0.71 2.90 -0.21
C 0.74 1.45 0.38
C -0.22 0.56 0.31
C -0.01 -0.83 0.90
C 0.07 -1.87 -0.29
C -1.34 -2.30 -0.70
O -2.32 -1.66 -0.54
H 1.45 3.51 0.01
H -0.22 3.24 0.23
H 0.57 2.86 -1.23
H 1.71 1.30 0.79
H -1.02 0.54 -0.50
H -0.75 -1.13 1.63
H 1.00 -0.88 1.39
H 0.51 -2.88 -0.01
H 0.67 -1.41 -1.12
H -1.55 -3.38 -1.05
```

Total energy: -326.18756 a.u.
Charge: +1
HOMO-LUMO gap: 9.09 eV
Molar mass: 100.1 Da
SMILES: [NH3+]/C=C/CCC=O
Energy relative to the best compared isomer or geometry (same formula, charge and spin): 2.565 eV

A 4-piece molecular cluster, C3H15NO4 overall. Source: the OMol25 dataset; level of theory: wB97M-V/def2-TZVPD.

Structure (XYZ):
```
23
C3H15NO4 (wB97M-V/def2-TZVPD)
C -1.07 1.61 -1.11
C -0.42 1.74 0.27
N 0.95 1.21 0.29
C -1.26 1.00 1.30
O -1.02 1.46 2.64
H -0.58 2.28 -1.82
H -1.16 0.58 -1.45
H -2.09 2.00 -1.03
H -0.35 2.79 0.56
H 1.38 1.20 -0.62
H 1.04 0.27 0.64
H -2.31 1.25 1.19
H -1.02 -0.06 1.24
H -0.09 1.39 2.87
O 2.40 -2.47 -1.86
H 1.47 -2.24 -1.92
H 2.82 -1.61 -1.99
O 1.46 -1.73 1.34
H 1.67 -1.83 2.27
H 2.08 -2.30 0.87
O -1.35 -1.98 -1.57
H -0.63 -1.89 -0.94
H -1.90 -2.66 -1.15
```

Total energy: -478.99440 a.u.
Charge: 0
HOMO-LUMO gap: 9.33 eV
Molar mass: 129.2 Da
SMILES: C[C@H](N)CO.O.O.O
Energy relative to the best compared isomer or geometry (same formula, charge and spin): 0.936 eV